Entry 1:
{"formula": "C4H14N2", "method": "the ωB97M-V functional and the def2-TZVPD basis", "symbols": ["C", "C", "N", "H", "H", "H", "H", "H", "H", "H", "C", "N", "C", "H", "H", "H", "H", "H", "H", "H"], "coordinates": [[-0.50, 0.97, -4.61], [0.76, 1.65, -5.14], [1.67, 0.75, -5.84], [-0.59, -0.08, -4.90], [-0.53, 0.90, -3.52], [-1.41, 1.44, -4.99], [0.51, 2.51, -5.76], [1.26, 2.04, -4.28], [1.40, -0.22, -5.77], [1.92, 1.00, -6.78], [-0.84, -1.80, 6.22], [-0.72, -1.48, 4.80], [-0.21, -0.13, 4.58], [-1.63, -1.24, 6.74], [-1.07, -2.86, 6.36], [0.05, -1.55, 6.78], [-1.68, -1.53, 4.46], [-0.94, 0.64, 4.30], [0.54, -0.12, 3.78], [0.26, 0.27, 5.48]], "nbo_charge": [-0.63, -0.22, -0.85, 0.20, 0.21, 0.21, 0.18, 0.17, 0.36, 0.37, -0.41, -0.62, -0.42, 0.16, 0.20, 0.19, 0.35, 0.18, 0.19, 0.19], "orbital_gap_ev": 10.061, "de_lowest_ev": 0.9740, "largest_force_ev_per_a": 0.97, "total_charge": 0, "smiles": "CCN.CNC"}

Entry 2:
{"formula": "C38H42IrN3O4S3Si", "method": "the ωB97M-V functional and the def2-TZVPD basis", "symbols": ["Ir", "S", "C", "C", "C", "C", "C", "C", "N", "C", "C", "C", "C", "C", "C", "C", "C", "N", "C", "C", "C", "C", "C", "S", "C", "H", "H", "H", "H", "H", "H", "H", "H", "H", "H", "H", "H", "C", "C", "C", "C", "C", "C", "C", "S", "O", "O", "N", "C", "C", "O", "O", "H", "H", "H", "H", "H", "H", "H", "H", "H", "C", "Si", "C", "C", "C", "C", "C", "C", "C", "C", "H", "H", "H", "H", "H", "H", "H", "H", "H", "H", "H", "H", "H", "H", "H", "H", "H", "H", "H", "H", "H"], "coordinates": [[1.31, 0.28, -0.62], [0.27, -5.30, 1.05], [-0.22, -6.94, 1.06], [-0.40, -7.41, -0.20], [-0.13, -6.44, -1.19], [0.25, -5.23, -0.67], [0.59, -4.00, -1.41], [0.84, -2.80, -0.72], [1.13, -1.65, -1.32], [1.18, -1.68, -2.71], [0.94, -2.82, -3.48], [1.00, -2.72, -4.90], [1.30, -1.53, -5.49], [1.56, -0.36, -4.73], [1.92, 0.91, -5.25], [2.18, 1.97, -4.43], [2.03, 1.82, -2.98], [1.78, 0.57, -2.51], [1.49, -0.45, -3.34], [2.62, 3.26, -4.91], [2.72, 4.44, -4.20], [3.21, 5.51, -4.98], [3.47, 5.15, -6.27], [3.14, 3.50, -6.54], [0.64, -4.01, -2.79], [-0.36, -7.46, 1.99], [-0.70, -8.43, -0.42], [-0.22, -6.63, -2.25], [0.79, -2.76, 0.36], [0.81, -3.60, -5.50], [1.34, -1.46, -6.57], [2.03, 1.02, -6.33], [2.74, 2.38, -2.38], [2.42, 4.54, -3.17], [3.34, 6.51, -4.60], [3.84, 5.77, -7.07], [0.45, -4.91, -3.35], [-5.43, 1.86, -0.03], [-3.98, 2.19, -0.30], [-3.45, 3.42, 0.08], [-2.12, 3.73, -0.19], [-1.33, 2.80, -0.85], [-1.84, 1.58, -1.24], [-3.16, 1.28, -0.96], [0.38, 3.19, -1.08], [0.60, 2.77, -2.54], [0.56, 4.59, -0.81], [1.29, 2.28, -0.18], [1.67, 2.75, 1.11], [1.39, 1.69, 2.17], [1.66, 1.89, 3.32], [0.80, 0.55, 1.75], [-5.84, 2.50, 0.75], [-5.54, 0.82, 0.28], [-6.02, 2.01, -0.93], [-4.07, 4.14, 0.60], [-1.71, 4.69, 0.10], [-1.20, 0.86, -1.73], [-3.57, 0.32, -1.26], [1.10, 3.63, 1.41], [2.73, 3.02, 1.18], [-0.97, -1.52, 1.46], [-0.19, -0.43, 2.76], [0.95, -1.40, 3.93], [1.84, -2.30, 3.07], [1.85, -0.50, 4.77], [0.11, -2.29, 4.86], [-1.57, 0.62, 3.55], [-2.78, -0.30, 3.80], [-1.99, 1.70, 2.54], [-1.22, 1.30, 4.88], [-1.34, -2.46, 1.86], [-0.25, -1.74, 0.67], [-1.81, -1.01, 0.97], [2.29, -1.77, 2.23], [1.29, -3.16, 2.69], [2.66, -2.69, 3.68], [2.51, 0.10, 4.15], [2.48, -1.13, 5.41], [1.29, 0.18, 5.41], [-0.56, -2.96, 4.31], [-0.50, -1.70, 5.55], [0.77, -2.91, 5.47], [-3.14, -0.77, 2.88], [-3.60, 0.29, 4.22], [-2.55, -1.10, 4.51], [-2.19, 1.29, 1.55], [-1.23, 2.48, 2.44], [-2.91, 2.18, 2.89], [-1.03, 0.57, 5.67], [-2.06, 1.91, 5.21], [-0.34, 1.94, 4.80]], "mulliken_charge": [0.47, 0.00, -0.47, -0.55, -0.66, 0.59, 0.75, 0.59, -0.16, -0.48, 0.98, -1.28, -0.76, 0.67, -1.23, 0.15, -0.57, 0.58, -0.56, 0.68, -0.35, -0.68, -0.40, -0.21, -0.83, 0.44, 0.41, 0.36, -0.15, 0.42, 0.45, 0.43, 0.67, 0.40, 0.40, 0.44, 0.36, -1.71, 1.18, -0.77, -0.45, -0.28, -0.21, -0.96, 1.17, -0.42, -0.80, -0.08, -0.91, 0.29, -0.56, -0.40, 0.39, 0.37, 0.36, 0.38, 0.56, 0.53, 0.35, 0.51, 0.32, 0.40, 0.43, 2.42, -1.59, -1.82, -1.93, 3.01, -2.04, -2.20, -1.90, 0.36, -1.65, -0.08, 0.26, 0.06, 0.58, 0.38, 0.58, 0.33, 0.32, 0.27, 0.50, 0.28, 0.55, 0.38, -0.04, 0.40, 0.74, 0.36, 0.50, 0.35], "orbital_gap_ev": 6.294, "de_lowest_ev": 2.2112, "largest_force_ev_per_a": 2.17, "total_charge": 0}

Entry 3:
{"formula": "C37H30N5O2RuS", "method": "the ωB97M-V functional and the def2-TZVPD basis", "symbols": ["Ru", "O", "C", "N", "C", "O", "C", "C", "C", "C", "C", "N", "C", "C", "C", "C", "C", "N", "H", "H", "H", "H", "H", "H", "H", "H", "C", "C", "C", "C", "C", "C", "C", "C", "S", "C", "N", "C", "C", "C", "C", "C", "C", "C", "C", "H", "H", "H", "H", "H", "H", "H", "H", "H", "H", "H", "H", "H", "H", "H", "H", "C", "C", "C", "C", "C", "C", "C", "C", "N", "H", "H", "H", "H", "H", "H"], "coordinates": [[-0.05, 0.51, 0.15], [2.92, -2.04, 1.83], [1.93, -1.51, 1.38], [1.60, -0.18, 1.33], [2.34, 0.75, 2.04], [3.30, 0.56, 2.75], [1.81, 2.19, 1.91], [2.48, 3.21, 2.55], [1.99, 4.50, 2.44], [0.85, 4.72, 1.69], [0.24, 3.64, 1.07], [0.71, 2.40, 1.19], [0.85, -2.42, 0.75], [0.88, -3.77, 1.04], [-0.13, -4.57, 0.54], [-1.13, -3.99, -0.23], [-1.06, -2.63, -0.49], [-0.09, -1.86, -0.01], [3.37, 2.96, 3.12], [2.49, 5.33, 2.93], [0.43, 5.71, 1.57], [-0.65, 3.76, 0.47], [1.68, -4.14, 1.66], [-0.15, -5.63, 0.76], [-1.94, -4.57, -0.64], [-1.83, -2.14, -1.07], [-4.38, -3.85, 3.81], [-3.38, -2.71, 4.05], [-1.97, -3.26, 3.83], [-3.50, -2.23, 5.50], [-3.70, -1.56, 3.10], [-4.95, -0.92, 3.18], [-5.29, 0.13, 2.34], [-4.36, 0.55, 1.40], [-4.47, 1.85, 0.24], [-2.85, 1.48, -0.33], [-2.30, 0.44, 0.31], [-3.13, -0.08, 1.29], [-2.80, -1.13, 2.14], [-2.12, 2.23, -1.27], [-2.43, 3.60, -1.51], [-1.50, 4.43, -2.08], [-0.22, 3.94, -2.47], [0.01, 2.59, -2.42], [-0.91, 1.65, -1.87], [-4.14, -4.71, 4.44], [-4.35, -4.18, 2.76], [-5.40, -3.54, 4.04], [-1.78, -4.06, 4.55], [-1.21, -2.49, 3.98], [-1.85, -3.68, 2.83], [-3.26, -3.05, 6.19], [-4.50, -1.88, 5.73], [-2.80, -1.41, 5.69], [-5.67, -1.24, 3.92], [-6.25, 0.62, 2.44], [-1.82, -1.59, 2.05], [-3.38, 4.00, -1.18], [-1.74, 5.48, -2.23], [0.53, 4.61, -2.86], [0.93, 2.21, -2.86], [-1.17, 0.39, -2.73], [0.00, -0.14, -3.53], [-0.06, -0.12, -4.92], [0.99, -0.60, -5.69], [2.12, -1.11, -5.07], [2.20, -1.15, -3.68], [1.14, -0.67, -2.93], [3.22, -1.61, -5.88], [4.09, -2.01, -6.51], [-1.58, -0.42, -2.12], [-1.95, 0.66, -3.45], [-0.94, 0.29, -5.40], [0.93, -0.57, -6.77], [3.08, -1.55, -3.21], [1.22, -0.71, -1.85]], "mulliken_charge": [0.17, -0.63, -0.19, 0.18, 0.04, -0.64, 0.32, -0.60, -0.29, -1.04, -0.15, 0.23, 0.36, -0.39, -0.65, -0.87, -0.55, 0.98, 0.53, 0.42, 0.44, 0.57, 0.58, 0.44, 0.47, 0.33, -1.72, 2.12, -1.82, -1.72, 0.34, -0.47, -1.27, 0.97, -0.45, 0.17, 1.03, -2.12, 0.89, 0.02, -0.90, -0.64, -0.90, -0.35, 1.01, 0.46, 0.35, 0.36, 0.48, 0.40, 0.21, 0.44, 0.34, 0.39, 0.43, 0.38, -0.11, 0.35, 0.38, 0.48, 0.43, -0.28, 0.49, -0.61, -0.92, 0.57, -1.24, 0.37, -0.08, -0.51, -0.31, 0.50, 0.41, 0.46, 0.51, 0.59], "orbital_gap_ev": [5.419, 7.147], "de_lowest_ev": 0.0000, "largest_force_ev_per_a": 1.05, "total_charge": 0, "multiplicity": 6}

Entry 4:
{"formula": "C4H6O2", "method": "the ωB97M-V functional and the def2-TZVPD basis", "symbols": ["O", "C", "C", "C", "C", "O", "H", "H", "H", "H", "H", "H"], "coordinates": [[1.82, 0.07, 0.59], [0.80, 0.18, -0.39], [0.13, -1.11, -0.65], [-0.45, 0.93, -0.01], [-1.35, 0.21, 0.70], [-1.27, -1.09, 0.64], [1.63, 0.72, 1.28], [1.22, 0.67, -1.29], [-0.26, -1.18, -1.67], [0.44, -2.01, -0.17], [-0.63, 1.92, -0.38], [-2.09, 0.70, 1.34]], "nbo_charge": [-0.71, -0.02, -0.02, -0.46, 0.23, -0.55, 0.48, 0.21, 0.21, 0.22, 0.22, 0.19], "orbital_gap_ev": 9.204, "de_lowest_ev": 3.2186, "largest_force_ev_per_a": 2.31, "total_charge": 0}